179
Properties=species:S:1:pos:R:3:forces:R:3 method="wB97M-V/def2-TZVPD" e_lumo_ev=-4.3876 fmax_ha_per_bohr=0.1631 energy_ha=-8662.22864 homo_energy_ev=-9.7 total_charge=+1
C 1.9203 5.6951 -1.1152 -0.45 -0.02 1.29
C 1.2546 4.7012 -1.2869 -0.16 -0.10 -0.40
N 0.4300 3.5531 -1.7111 1.93 1.97 0.66
C 0.5516 2.3444 -0.8358 -0.31 -2.18 0.59
C 2.0511 1.9627 -0.4438 1.06 -0.76 -0.84
C 2.4843 1.7675 1.0566 1.12 -0.85 0.29
C 2.6958 2.9783 2.0104 0.29 -0.26 2.27
F 4.0043 2.9762 2.5346 -2.29 0.13 -1.19
F 2.4482 4.2505 1.5582 0.35 -1.82 0.30
F 1.8654 2.7779 3.1462 1.24 0.66 -1.84
P -0.4147 2.3513 0.7902 -3.40 0.92 1.29
O -1.9157 2.4772 0.6893 1.49 -0.18 -0.79
C -0.1784 1.1964 -1.7371 1.21 -2.31 1.30
O -0.2117 0.0975 -0.7777 -0.66 0.99 -0.44
C 0.7270 0.6305 -2.9252 0.82 -0.17 -0.71
C 0.9141 -0.9627 -2.9217 0.81 0.04 -1.04
C 2.1522 -1.4672 -2.0764 -0.19 -0.42 -0.37
C 3.5668 -0.9825 -2.6054 0.82 0.72 0.56
O 3.6072 -0.6249 -4.0083 -0.30 0.40 0.21
O -1.5363 1.4364 -2.0211 1.61 1.52 0.49
C -1.9505 2.7448 -2.5206 -1.93 -1.75 -1.61
C -3.4459 2.8588 -1.9441 -0.68 0.17 0.46
C -4.5693 3.4896 -2.8480 -2.08 1.02 1.49
C -5.6596 4.1430 -1.8466 -0.42 0.38 -0.48
F -5.3934 2.5305 -3.5387 2.00 0.81 0.35
C -2.1106 2.4541 -4.1093 0.02 -0.70 -0.54
C -2.9273 1.1022 -4.4418 -0.13 -0.66 0.19
C -2.0012 -0.1639 -4.6715 0.22 0.23 0.71
O -3.6843 1.4330 -5.6170 0.37 -0.38 0.39
C -4.5440 0.4132 -6.1034 -2.11 -0.88 -1.20
C -5.6767 -0.0929 -5.1384 -1.36 -1.91 2.93
C -7.0657 0.4465 -5.0500 0.33 -1.25 1.23
C -8.1024 -0.0495 -4.0650 3.46 -0.83 -0.27
C -7.7134 -1.1522 -3.1048 1.21 1.42 -2.13
C -6.3562 -1.7627 -3.1646 -0.74 2.51 -1.99
C -5.3447 -1.2192 -4.1879 -2.64 0.52 0.90
C -0.9654 3.9581 -2.1762 -0.93 0.29 -2.50
I -0.3860 5.0777 -4.0511 -0.23 -0.47 0.10
S -1.6084 5.4255 -1.2228 0.77 7.01 4.54
O -0.9951 6.7050 -1.6447 -1.08 -3.21 -0.91
O -1.4154 5.3448 0.2252 -0.86 -2.10 -2.30
F -3.1931 5.7980 -1.4791 2.02 -1.95 -0.26
H 2.3855 6.5961 -0.6280 -0.58 -1.42 -1.16
H 0.9052 3.2720 -2.6042 -0.43 -0.01 0.33
H 2.2869 0.9284 -0.8716 -0.70 1.37 0.46
H 2.8507 2.6068 -0.9442 -1.34 -0.41 0.55
H 1.9222 0.9510 1.6429 0.62 1.42 -1.00
H 3.5274 1.2980 0.9761 -1.36 0.72 0.04
H -0.2136 1.1438 1.5495 0.93 0.87 -0.66
H 0.0410 3.5162 1.5101 0.50 -0.92 -0.50
H -1.1512 -0.0762 -0.5586 0.46 0.20 -0.21
H 0.3794 0.8975 -3.9610 -0.10 0.04 1.28
H 1.8018 1.0275 -2.9022 -1.42 -0.23 0.24
H -0.0230 -1.5371 -2.6891 0.97 0.80 0.05
H 1.1599 -1.2201 -4.0071 -0.34 0.37 1.37
H 2.1510 -2.6035 -2.1536 -0.06 1.42 0.34
H 2.0491 -1.1704 -0.9905 0.15 -0.57 -1.10
H 4.3480 -1.7815 -2.4426 -1.08 0.76 -0.01
H 3.9469 -0.0660 -2.0330 -0.59 -1.18 -0.38
H 3.8753 0.3084 -4.1167 -0.17 -0.92 0.23
H -3.5058 3.4149 -0.9549 0.54 -0.75 -1.22
H -3.8274 1.8162 -1.6796 0.87 1.25 -0.43
H -4.2033 4.3088 -3.5442 -0.49 -1.34 0.45
H -6.7188 3.9355 -2.2108 1.53 0.07 0.17
H -5.6053 3.6957 -0.8098 0.12 0.68 -1.10
H -5.5830 5.2792 -1.8382 0.15 -1.52 0.33
H -1.1213 2.2953 -4.6295 -0.81 0.42 0.81
H -2.6294 3.2836 -4.6646 0.44 -0.82 0.77
H -3.6417 0.8014 -3.6212 0.66 0.58 -0.74
H -1.1041 0.0844 -5.3152 -0.89 -0.29 0.79
H -2.5062 -1.0529 -5.1374 0.23 1.15 0.39
H -1.7066 -0.5099 -3.6263 -0.02 0.42 -1.51
H -4.0203 -0.5117 -6.5221 -0.24 1.24 0.78
H -5.0825 0.8501 -7.0106 0.85 -0.28 1.20
H -7.3330 1.2913 -5.7580 0.24 -1.15 1.01
H -9.1232 0.4440 -4.0489 1.64 -0.94 0.01
H -8.5150 -1.4557 -2.3658 1.31 0.14 -0.92
H -6.1141 -2.5996 -2.4433 -0.07 1.14 -1.19
H -4.3277 -1.7074 -4.1650 -1.30 0.65 -0.23
C 6.6930 6.4419 3.2738 -0.01 0.13 0.03
S 6.2583 5.4090 1.8604 0.24 -0.03 0.01
O 7.4307 5.3906 0.9432 -0.28 0.09 0.13
C 5.0453 6.5502 1.1648 -0.09 0.20 -0.02
H 7.4761 5.9383 3.8401 -0.06 -0.06 -0.11
H 7.0600 7.4097 2.9285 -0.01 -0.07 -0.06
H 5.8164 6.5770 3.9099 0.01 -0.05 -0.03
H 5.5166 7.5112 0.9524 0.05 -0.07 0.01
H 4.2227 6.6820 1.8704 0.04 -0.04 0.02
H 4.6625 6.1207 0.2384 0.14 -0.09 0.05
C 6.7486 -1.1357 -0.2877 -0.03 0.10 -0.15
S 6.0432 -2.6767 0.3251 0.42 0.06 0.27
O 4.5680 -2.6373 0.0491 0.05 0.54 -0.07
C 6.2759 -2.3051 2.0700 0.02 0.04 0.08
H 6.6732 -1.1299 -1.3759 -0.03 -0.10 0.05
H 6.1965 -0.2859 0.1195 -0.04 -0.07 0.07
H 7.7986 -1.0775 0.0035 -0.05 -0.11 0.09
H 5.7535 -1.3829 2.3278 -0.11 -0.11 -0.05
H 7.3420 -2.2065 2.2788 0.00 -0.05 -0.20
H 5.8662 -3.1285 2.6549 -0.10 0.06 -0.12
C 1.2009 -2.8764 3.6559 -0.02 0.05 -0.08
S 2.1778 -1.3636 3.6553 -0.01 -0.25 0.20
O 3.6164 -1.7596 3.6992 -0.16 0.17 0.01
C 1.7118 -0.8355 5.3132 -0.03 0.11 -0.01
H 1.3719 -3.3973 2.7136 0.07 0.11 0.02
H 1.5059 -3.5163 4.4841 0.00 0.10 -0.01
H 0.1424 -2.6279 3.7445 0.04 -0.03 0.06
H 1.9860 -1.6027 6.0389 0.01 -0.05 -0.11
H 0.6360 -0.6516 5.3489 -0.01 -0.11 -0.01
H 2.2446 0.0887 5.5435 0.06 -0.04 -0.14
C 2.9384 -7.4404 -1.5001 -0.01 -0.14 -0.01
S 3.9009 -5.9136 -1.4764 0.06 0.05 0.16
O 5.3393 -6.2955 -1.4051 -0.27 0.01 0.04
C 3.3965 -5.3987 0.1741 0.06 -0.10 0.28
H 3.1327 -7.9563 -2.4405 0.04 0.10 0.03
H 3.2353 -8.0801 -0.6674 0.06 0.08 -0.01
H 1.8756 -7.2020 -1.4314 0.04 0.05 -0.02
H 3.6640 -6.1668 0.9030 -0.01 -0.12 -0.13
H 2.3183 -5.2259 0.1887 0.01 0.00 -0.08
H 3.9165 -4.4678 0.4156 -0.20 -0.19 -0.23
C -0.7691 -7.3613 3.0062 0.09 -0.01 -0.09
S -1.2531 -6.5240 4.5291 -0.01 0.02 0.01
O -0.8387 -5.0965 4.4043 0.11 -0.24 -0.06
C -0.0452 -7.3466 5.5852 0.12 0.00 0.03
H -1.3761 -6.9697 2.1899 -0.03 0.03 0.12
H 0.2856 -7.1732 2.7972 -0.02 0.04 0.08
H -0.9472 -8.4329 3.1074 -0.03 0.05 0.03
H 0.9635 -7.1593 5.2136 -0.06 0.04 -0.05
H -0.2469 -8.4187 5.6022 -0.05 0.05 -0.02
H -0.1405 -6.9453 6.5940 -0.08 0.03 -0.10
C -13.3900 -0.8223 -4.5281 0.02 -0.12 0.04
S -12.4002 0.6847 -4.5417 -0.11 0.02 -0.01
O -10.9640 0.2752 -4.4911 -0.60 -0.01 0.07
C -12.8649 1.2286 -2.8868 0.04 -0.02 0.12
H -13.2226 -1.3529 -5.4653 0.05 0.12 0.02
H -13.0898 -1.4571 -3.6930 0.05 0.08 -0.01
H -14.4462 -0.5628 -4.4431 0.05 0.06 -0.02
H -12.5977 0.4647 -2.1549 0.03 -0.02 -0.09
H -13.9382 1.4210 -2.8553 0.04 0.00 -0.06
H -12.3262 2.1493 -2.6632 0.00 -0.05 -0.11
C -7.8143 -5.5042 -5.8379 -0.12 0.03 0.09
S -6.0526 -5.2497 -6.1301 0.02 0.05 0.10
O -5.4187 -4.9374 -4.8165 -0.15 0.00 -0.18
C -6.2436 -3.6907 -7.0111 -0.07 0.20 -0.04
H -7.9384 -6.4160 -5.2538 0.11 0.03 -0.05
H -8.2250 -4.6586 -5.2833 0.10 0.02 -0.01
H -8.3296 -5.6137 -6.7934 0.07 -0.01 0.00
H -6.7541 -2.9641 -6.3758 0.04 -0.06 0.06
H -6.8112 -3.8525 -7.9290 0.03 -0.07 0.03
H -5.2522 -3.3156 -7.2660 -0.01 -0.11 0.06
C 11.6169 -0.2567 1.4234 -0.06 0.12 -0.02
S 10.9122 -1.7985 2.0381 0.11 -0.01 0.00
O 9.4441 -1.7583 1.7647 0.16 0.19 0.06
C 11.1453 -1.4267 3.7865 -0.08 0.06 0.10
H 11.5404 -0.2522 0.3361 -0.02 -0.10 0.07
H 11.0652 0.5927 1.8296 -0.03 -0.08 0.02
H 12.6671 -0.1962 1.7122 -0.04 -0.07 0.00
H 10.6231 -0.5038 4.0439 -0.01 -0.02 -0.09
H 12.2109 -1.3279 3.9982 -0.03 -0.04 -0.07
H 10.7359 -2.2504 4.3711 0.01 0.00 -0.13
C -2.4890 1.1329 8.3138 -0.09 -0.03 0.06
S -1.1755 0.8362 7.1150 -0.03 0.02 0.15
O -1.4000 -0.5188 6.5304 0.07 0.16 0.10
C 0.1512 0.6897 8.3284 0.02 -0.04 0.10
H -3.4331 1.2194 7.7762 0.11 -0.02 -0.06
H -2.5461 0.3001 9.0163 0.07 -0.02 -0.08
H -2.2904 2.0632 8.8481 0.04 -0.02 -0.07
H -0.0734 -0.1153 9.0299 -0.06 0.00 -0.08
H 0.2622 1.6346 8.8626 0.01 0.00 -0.08
H 1.0775 0.4630 7.8009 -0.09 0.04 -0.02
C 5.1534 2.0909 6.9546 0.00 -0.09 -0.03
S 4.4389 3.7359 7.1504 -0.06 -0.02 0.13
O 3.5914 3.7112 8.3753 0.07 -0.10 -0.28
C 3.3357 3.6279 5.7288 -0.04 -0.02 -0.02
H 5.8557 1.9211 7.7705 -0.07 0.11 -0.01
H 4.3658 1.3363 6.9909 -0.02 0.07 0.02
H 5.6843 2.0350 6.0027 -0.02 0.04 0.02
H 2.6634 2.7760 5.8445 0.04 0.02 0.06
H 3.9241 3.5208 4.8176 0.03 0.00 0.10
H 2.7506 4.5463 5.6749 0.06 -0.02 0.10